Here is a single C7H11B molecule from OMol25. Energies are from ωB97M-V/def2-TZVPD.

Element x y z (Å)
C -0.486 2.844 -0.924
B -0.121 1.875 0.279
C 0.445 1.368 1.661
C -0.655 0.491 0.811
C -0.654 -0.809 0.143
C -1.046 -1.527 -0.946
C 0.392 -1.637 -0.577
C 1.111 -2.828 0.045
H 0.065 2.545 -1.762
H -0.359 3.865 -0.799
H -1.493 2.657 -1.239
H 0.124 1.432 2.722
H 1.456 1.003 1.593
H -1.614 0.810 1.259
H -1.800 -1.695 -1.656
H 1.060 -1.193 -1.297
H 1.369 -2.445 0.982
H 1.940 -3.169 -0.474
H 0.264 -3.589 0.180

Forces on the atoms, in the same order (eV/Å):
C -0.0082 -1.8511 1.6653
B -1.2946 -0.3510 0.7798
C -1.3657 -1.3611 -0.6782
C 0.0974 1.4498 0.5735
C 0.5908 -0.5777 -3.2844
C 1.1967 1.3580 3.8882
C 0.0594 -0.2480 -0.9002
C -4.5817 -0.1433 0.4981
H 1.2003 -0.4959 -1.4519
H 0.4311 1.9645 0.4540
H -0.7998 -0.2104 0.0852
H 0.2809 0.6821 -0.9925
H 0.4586 -0.1522 -0.0930
H 0.1391 -0.3559 -0.2467
H -0.7454 -0.2455 -0.6702
H 0.3816 0.9180 -0.2477
H 0.8573 -0.0542 1.7698
H 1.4144 -0.7934 -1.1525
H 1.6879 0.4672 0.0034

Output
- net charge = 0
- relative energy (zero: lowest compared OMol25 entry of this formula, charge and spin) (kJ/mol) = 249.7
- SMILES = CB1C[C@@H]1C1=C[C@@H]1C

And the Löwdin charges, in e, turn out to be: 0.000, -0.175, 0.002, -0.154, -0.113, 0.046, -0.326, -0.069, 0.046, 0.027, 0.064, 0.087, 0.068, 0.134, 0.071, 0.105, 0.044, 0.038, 0.106